A cluster of 8 separate species, C24H41Cl14FIN4S2 in total at a distorted geometry, computed with ωB97M-V/def2-TZVPD.

```
87
C24H41Cl14FIN4S2, DFT ωB97M-V/def2-TZVPD
C 2.6615 1.3051 0.5056
C 3.9917 1.9076 -0.1152
N 4.1128 3.1771 -0.1874
C 5.1351 0.9243 -0.6286
C 4.6270 -0.5305 -0.2978
C 4.0406 -1.4235 -1.3077
F 3.8669 -1.1803 -2.6217
N 3.7333 -2.5762 -0.5565
N 3.1333 -3.6927 -1.1466
C 3.9748 -4.6461 -1.2549
S 4.9614 -5.8445 -0.8674
C 4.1206 -2.4062 0.7561
S 3.8844 -3.7396 1.9563
N 4.6712 -1.1523 0.9838
C 5.2456 -0.5231 2.2008
C 4.4885 -0.8413 3.5440
C 5.1261 0.0497 4.7130
I 7.2249 -0.4794 5.0502
H 1.8766 2.1014 0.6612
H 2.1916 0.5183 -0.1374
H 2.8751 0.8614 1.5259
H 3.2576 3.5954 0.2069
H 5.3872 1.0665 -1.7087
H 6.0414 1.0807 0.0332
H 2.6135 -3.4726 2.4501
H 6.3539 -0.7264 2.2311
H 5.1537 0.5964 2.0435
H 3.4259 -0.4964 3.4256
H 4.5767 -1.9000 3.8952
H 4.5990 -0.2928 5.6522
H 4.9706 1.1478 4.5607
Cl -0.3880 0.6209 -0.1605
C -0.1184 -0.0281 -1.7979
C -1.1559 -1.0560 -2.1792
Cl -0.9825 -2.5512 -1.2257
H 0.8894 -0.4460 -1.8375
H -0.1623 0.8195 -2.4835
H -1.0408 -1.3349 -3.2294
H -2.1682 -0.6772 -2.0384
Cl -3.9240 1.9945 -0.6553
C -3.8805 3.4647 0.3544
C -2.7162 4.3624 0.0039
Cl -1.1479 3.6411 0.4566
H -3.8486 3.1563 1.3971
H -4.8232 3.9952 0.1826
H -2.7997 5.3048 0.5464
H -2.6887 4.5852 -1.0627
Cl -0.5430 -5.7603 1.6226
C -0.2808 -6.4176 -0.0157
C -1.3180 -7.4561 -0.3875
Cl -1.1431 -8.9500 0.5669
H 0.7289 -6.8263 -0.0580
H -0.3358 -5.5743 -0.7069
H -1.2042 -7.7349 -1.4359
H -2.3309 -7.0805 -0.2441
Cl -0.7312 -5.3803 -3.4986
C 0.1628 -4.7993 -4.9264
C 0.2734 -3.2906 -4.9565
Cl -1.2986 -2.5034 -5.2510
H -0.3354 -5.1832 -5.8161
H 1.1585 -5.2416 -4.8766
H 0.9362 -2.9846 -5.7670
H 0.6763 -2.9001 -4.0205
Cl 3.2481 3.6418 3.8792
C 3.9277 5.2249 3.4112
C 2.9067 6.1045 2.7236
Cl 2.4626 5.4777 1.1170
H 4.7943 5.0452 2.7752
H 4.2711 5.7049 4.3281
H 3.3195 7.1024 2.5729
H 1.9949 6.1993 3.3129
Cl -7.7603 2.5197 -3.5749
C -7.3903 1.5458 -2.1313
C -7.5118 0.0618 -2.3951
Cl -9.2008 -0.4377 -2.6656
H -8.0537 1.8649 -1.3307
H -6.3676 1.7873 -1.8427
H -7.1505 -0.4978 -1.5310
H -6.9275 -0.2393 -3.2645
Cl -7.0494 4.2714 -0.2913
C -8.0520 3.3714 0.8820
C -7.7726 3.7731 2.3139
Cl -6.1586 3.2560 2.8606
H -7.8802 2.3068 0.7245
H -9.0921 3.5894 0.6361
H -8.4966 3.2990 2.9774
H -7.8434 4.8522 2.4477
```

Results
Orbital gap ... 7.465 eV
Maximum force ... 4.957 eV/A
Charge ... +1
HOMO ... -11.779 eV


A structure of composition C24H41CoNP2 at a distorted geometry, computed with ωB97M-V/def2-TZVPD.

```
69
C24H41CoNP2, DFT ωB97M-V/def2-TZVPD
Co -0.6561 1.2464 -1.7274
C -0.9999 -1.9511 2.7580
C 0.3121 -2.4718 2.5644
C 0.5130 -0.4015 3.5527
C -0.8730 -0.6506 3.3331
C 1.2336 -1.5658 3.1508
C -2.2742 -2.6291 2.4358
H -2.0973 -3.5636 1.8854
H -2.9239 -1.9850 1.8257
H -2.8355 -2.8872 3.3501
C -1.9601 0.3068 3.6057
H -2.8746 0.0381 3.0608
H -1.6633 1.3222 3.3056
H -2.2047 0.3313 4.6773
C 1.0889 0.8713 4.0253
H 1.0696 0.9295 5.1230
H 0.5175 1.7166 3.6206
H 2.1325 0.9846 3.7015
C 2.6913 -1.7862 3.2718
H 2.9106 -2.3494 4.1940
H 3.2505 -0.8456 3.3257
H 3.0811 -2.3773 2.4320
C 0.6869 -3.6728 1.7875
H 1.2944 -4.3649 2.3832
H 1.2830 -3.3901 0.9053
H -0.1993 -4.2024 1.4296
C -1.8332 2.1583 -2.7301
C -2.2332 0.7187 -2.7282
C -1.8446 -0.0554 -3.9875
C -0.3058 -0.1187 -4.1443
C 0.3976 0.3209 -2.8899
C 0.8375 1.6905 -2.7111
C 0.4458 2.7499 -3.7037
C -1.1045 2.7692 -3.8979
H -2.2804 0.4336 -4.8700
H 0.0133 0.4808 -5.0076
H -2.2561 -1.0718 -3.9457
H -1.3544 2.2875 -4.8509
H -2.5223 2.8226 -2.1959
H -3.3090 0.6214 -2.5040
H -1.4155 3.8211 -3.9825
H 0.7476 3.7356 -3.3209
H 1.7831 1.8809 -2.1932
H 0.9676 2.6176 -4.6634
H -0.0174 -1.1540 -4.3636
H 0.9786 -0.4676 -2.4039
P -2.0422 -0.3887 -0.9432
C -3.4212 0.1761 0.0989
C -2.4052 -2.0867 -1.4362
P 3.4532 0.6951 1.0748
C 1.9673 0.1248 0.3572
C 4.6760 0.0755 -0.1834
C 3.2416 2.4713 0.5572
H -3.0117 0.9284 0.7935
H -3.8453 -0.6627 0.6704
H -4.1782 0.6374 -0.5497
H -1.7093 -2.4151 -2.2205
H -3.4417 -2.1896 -1.7833
H -2.2461 -2.7229 -0.5505
H 3.1994 2.5362 -0.5413
H 4.0853 3.0683 0.9343
H 2.2911 2.8288 0.9847
H 1.8218 0.3500 -0.7063
H 1.2417 -0.5263 0.8373
H 5.6964 0.2534 0.1861
H 4.5481 0.5858 -1.1486
H 4.5303 -1.0074 -0.3143
N -0.2501 2.4337 1.0281
C -0.3986 1.9410 -0.0283
```

Results
Orbital gap (spin up / spin down) ... 7.542 / 5.180 eV
Relative energy (zero: lowest compared OMol25 entry of this formula, charge and spin) ... 2.93 kcal per mole
Maximum force ... 6.150 eV/A
Charge ... +1
Multiplicity ... 5
HOMO (spin up / spin down) ... -10.564 / -10.697 eV


A structure of composition C24H41F3IrO3P2S at a distorted geometry, computed with ωB97M-V/def2-TZVPD.

```
75
C24H41F3IrO3P2S, DFT ωB97M-V/def2-TZVPD
Ir -3.1379 2.0796 -1.3957
C 0.1355 -0.3032 3.6239
C -0.4878 -1.5245 3.2704
C 1.8024 -1.8377 3.2071
C 1.5472 -0.5103 3.6287
C 0.5411 -2.4819 3.0142
C -0.5610 0.9778 3.8963
H -1.3705 1.1494 3.1728
H 0.1364 1.8209 3.8174
H -1.0167 1.0058 4.8992
C 2.5830 0.4764 4.0011
H 2.1551 1.2888 4.6066
H 3.0663 0.9191 3.1152
H 3.3700 -0.0011 4.6043
C 3.1404 -2.4416 3.0331
H 3.7792 -2.1702 3.8823
H 3.6552 -2.1093 2.1197
H 3.0732 -3.5303 3.0020
C 0.3541 -3.8920 2.6412
H 0.4720 -4.5452 3.5259
H 1.1024 -4.2174 1.8974
H -0.6552 -4.0831 2.2357
C -1.9428 -1.7750 3.1548
H -2.3073 -2.4287 3.9576
H -2.1865 -2.2585 2.2021
H -2.4986 -0.8335 3.2166
C -2.4459 3.1655 -2.7979
C -3.8719 2.8400 -3.0651
C -4.3884 1.7892 -4.0859
C -4.4961 0.3727 -3.4624
C -3.6906 0.3795 -2.1723
C -2.2576 0.4542 -2.3180
C -1.5179 0.9190 -3.5513
C -1.3844 2.4646 -3.5795
H -3.8017 1.7328 -5.0227
H -4.0463 -0.3760 -4.1334
H -5.3878 2.1461 -4.3855
H -1.4127 2.8288 -4.6150
H -2.2889 4.2244 -2.6211
H -4.5397 3.6951 -3.1275
H -0.4239 2.7919 -3.1315
H -0.5248 0.4743 -3.4011
H -1.6791 -0.3546 -1.7693
H -1.8363 0.5577 -4.5294
H -5.5543 0.0878 -3.2762
H -4.0460 -0.3245 -1.4051
P 1.4098 0.6736 0.1863
C 1.0145 2.4775 -0.0867
C -2.9955 2.2161 0.6203
P 0.3536 -1.4110 -1.9552
C 1.6055 -0.1076 -1.4277
C -0.2157 -2.2374 -0.4409
C 1.0608 -2.5272 -3.1242
H 1.7664 3.0969 0.4053
H 0.0512 2.7595 0.3590
H 0.9883 2.6308 -1.1744
H -4.0427 2.3377 0.9781
H -2.4008 3.0002 1.1186
H -2.6283 1.2643 1.0488
H 0.8489 -2.0537 -4.0926
H 0.4793 -3.4430 -3.0105
H 2.1235 -2.6221 -2.9033
H 2.5246 -0.7191 -1.5614
H 1.5054 0.7971 -2.0729
H 0.5272 -2.9812 -0.1290
H -1.1586 -2.7300 -0.7384
H -0.4613 -1.5627 0.3974
F 7.1861 -0.1223 0.3177
C 6.0480 0.5193 0.7011
F 5.7673 0.1512 1.9878
F 6.2642 1.8507 0.6700
S 4.5640 0.0694 -0.3859
O 4.7809 0.7315 -1.6510
O 4.5131 -1.3860 -0.2876
O 3.3655 0.6849 0.3718
```

Results
Orbital gap (spin up / spin down) ... 4.864 / 4.878 eV
Relative energy (zero: lowest compared OMol25 entry of this formula, charge and spin) ... 67.78 kcal per mole
Maximum force ... 5.668 eV/A
Charge ... +2
Multiplicity ... 6
HOMO (spin up / spin down) ... -11.526 / -13.812 eV


A structure of composition C24H41NP2Rh at a distorted geometry, computed with ωB97M-V/def2-TZVPD.

```
69
C24H41NP2Rh, DFT ωB97M-V/def2-TZVPD
Rh -0.5735 -0.8254 -0.4695
C 0.8492 0.6569 -1.6189
C -0.5693 1.0055 -1.6518
C 0.3358 1.6693 0.4055
C 1.3823 1.1034 -0.3571
C -0.8836 1.5746 -0.3459
C 1.6563 0.2142 -2.7907
H 1.0299 -0.2396 -3.5618
H 2.4275 -0.5024 -2.4742
H 2.1762 1.0710 -3.2490
C 2.7927 0.9453 0.0842
H 3.3454 0.3161 -0.6196
H 2.8313 0.4658 1.0741
H 3.3092 1.9130 0.1571
C 0.4625 2.2058 1.7866
H 1.0149 3.1562 1.8150
H 1.0001 1.4879 2.4229
H -0.5240 2.3734 2.2256
C -2.1838 2.2033 0.0145
H -2.1514 3.2913 -0.1598
H -2.4035 2.0526 1.0818
H -3.0010 1.7982 -0.5894
C -1.4272 1.1002 -2.8685
H -1.3455 2.1000 -3.3214
H -2.4803 0.9438 -2.6146
H -1.1218 0.3780 -3.6291
C -1.5248 -5.6206 -1.0104
C -1.5157 -5.2322 -2.3059
C -2.7195 -5.3296 -3.1975
C -4.0897 -5.0713 -2.5231
C -4.1184 -3.9803 -1.4977
C -4.0620 -4.2097 -0.1557
C -3.6764 -5.5303 0.4282
C -2.6388 -6.3790 -0.3704
H -2.7301 -6.3430 -3.6428
H -4.5164 -6.0135 -2.1337
H -2.6295 -4.6332 -4.0492
H -3.1580 -7.0218 -1.1017
H -0.6231 -5.5484 -0.3972
H -0.5608 -5.1379 -2.8404
H -2.1648 -7.0645 0.3570
H -3.2785 -5.4020 1.4492
H -4.4572 -3.5000 0.5706
H -4.6004 -6.1294 0.5313
H -4.7709 -4.7349 -3.3276
H -4.3647 -3.0063 -1.9193
P -0.0370 -2.8949 -1.0791
C 1.4367 -3.7640 -0.6236
C -0.4434 -2.5825 -2.8123
P -2.3658 -1.5969 0.6355
C -1.5275 -3.1683 0.0287
C -3.7931 -1.0190 -0.3003
C -2.6144 -1.5549 2.4007
H 1.8065 -3.3742 0.3365
H 2.1979 -3.5811 -1.3968
H 1.2402 -4.8406 -0.5446
H -1.3163 -3.1492 -3.1505
H 0.4355 -2.8566 -3.4032
H -0.6470 -1.5106 -2.9570
H -3.1331 -2.4631 2.7383
H -3.2225 -0.6689 2.6341
H -1.6447 -1.4609 2.9066
H -1.3357 -3.8976 0.8304
H -2.1716 -3.5606 -0.7552
H -4.1807 -0.1317 0.2188
H -4.5878 -1.7629 -0.3789
H -3.4805 -0.7063 -1.3059
N 1.0588 -1.2969 2.1571
C 0.3996 -1.2106 1.1851
```

Results
Orbital gap (spin up / spin down) ... 6.625 / 6.057 eV
Relative energy (zero: lowest compared OMol25 entry of this formula, charge and spin) ... 0.00 kcal per mole
Maximum force ... 4.807 eV/A
Charge ... +1
Multiplicity ... 5
HOMO (spin up / spin down) ... -8.698 / -10.758 eV


A cluster of 7 separate species, C24H42ClN6O4 in total at a distorted geometry, computed with ωB97M-V/def2-TZVPD.

```
77
C24H42ClN6O4, DFT ωB97M-V/def2-TZVPD
Cl -20.7658 -18.9135 5.3614
O -19.9506 -19.2957 6.4647
O -20.5961 -19.8545 4.3086
O -22.0223 -18.8825 6.0148
O -20.2477 -17.6129 5.0601
C -20.2416 -13.9028 7.1520
C -21.5213 -14.4276 7.7808
C -21.3093 -15.8359 8.3357
C -20.3011 -16.0222 9.3841
N -19.4905 -16.1121 10.2022
H -20.2469 -14.0037 6.0667
H -19.3846 -14.4275 7.5744
H -20.2172 -12.8309 7.3481
H -22.2844 -14.4802 7.0043
H -21.9156 -13.7983 8.5787
H -21.0580 -16.4623 7.4798
H -22.2716 -16.1114 8.7670
C -18.5055 -13.5061 1.9804
C -17.9063 -14.7378 2.4945
C -18.9304 -15.8128 2.6980
C -19.3482 -16.4791 1.4461
N -19.6653 -16.9298 0.4142
H -17.7334 -12.7549 1.8137
H -19.2475 -13.0958 2.6654
H -19.0370 -13.7670 1.0652
H -17.6016 -14.4419 3.4984
H -16.9651 -15.0512 2.0427
H -19.7516 -15.4316 3.3049
H -18.5139 -16.5588 3.3749
C -23.3458 -16.5925 1.2329
C -22.9577 -17.6483 2.2927
C -24.0662 -17.6873 3.3106
C -24.2962 -16.3714 3.9730
N -24.4518 -15.3425 4.4882
H -22.7167 -16.6756 0.3467
H -23.2823 -15.5526 1.5533
H -24.3380 -16.7984 0.8313
H -22.0274 -17.2661 2.7130
H -22.8408 -18.6910 1.9974
H -23.8193 -18.3940 4.1029
H -24.9194 -18.1885 2.8534
C -23.0481 -19.1076 11.5504
C -21.6542 -18.8449 11.1590
C -21.2237 -19.3223 9.7813
C -21.3098 -20.7366 9.4703
N -21.3720 -21.8813 9.1837
H -23.2489 -18.7433 12.5579
H -23.2413 -20.1793 11.5027
H -23.7429 -18.5652 10.9092
H -21.0232 -19.3990 11.8538
H -21.5125 -17.7685 11.2557
H -20.1866 -19.0217 9.6322
H -21.7217 -18.9080 8.9046
C -25.2469 -18.7013 7.6210
C -25.2007 -17.2326 8.0952
C -26.5606 -16.8097 8.6504
C -27.0069 -17.5260 9.9275
N -27.3376 -18.0560 10.8724
H -25.4270 -18.7322 6.5464
H -25.8711 -19.3274 8.2585
H -24.2481 -19.1328 7.6859
H -24.8625 -16.6938 7.2100
H -24.5189 -16.9241 8.8877
H -27.3179 -16.8282 7.8667
H -26.5245 -15.7427 8.8702
C -16.1077 -22.8290 6.9762
C -16.4884 -21.6004 6.0289
C -17.8969 -21.7515 5.4327
C -18.9580 -22.4316 6.1437
N -19.8415 -22.9591 6.6855
H -15.1675 -22.5696 7.4628
H -16.0820 -23.7674 6.4223
H -16.6910 -23.0828 7.8613
H -15.8696 -21.3725 5.1610
H -16.4412 -20.6892 6.6251
H -17.6717 -22.4608 4.6362
H -18.2221 -20.8769 4.8693
```

Results
Orbital gap (spin up / spin down) ... 11.002 / 5.136 eV
Maximum force ... 4.288 eV/A
Charge ... 0
Multiplicity ... 2
HOMO (spin up / spin down) ... -11.000 / -10.997 eV


A cluster of 4 separate species, C24H42ClNO7S in total at a distorted geometry, computed with ωB97M-V/def2-TZVPD.

```
76
C24H42ClNO7S, DFT ωB97M-V/def2-TZVPD
C 5.2137 -3.0857 -0.0585
O 6.4446 -3.2691 -0.7600
C 6.2627 -3.3113 -2.1777
C 7.1494 -2.2649 -2.9390
C 7.1822 -0.8415 -2.2863
C 5.7814 -0.2880 -1.8423
C 5.3624 1.0422 -2.6009
C 4.2835 1.7779 -1.7202
C 2.8082 1.5649 -2.2065
C 2.3851 0.0739 -2.2628
O 2.6345 -0.6083 -0.9960
C 1.5562 -1.4233 -0.7309
O 1.2304 -1.8165 0.3069
O 0.9284 -1.6252 -1.9724
C 0.8629 -0.2729 -2.4716
C -0.0628 0.6540 -1.6111
C -1.3411 -0.0470 -1.0310
C -2.0780 -1.0148 -2.0212
Cl -3.8828 -0.8020 -1.7275
N 0.3654 -0.0742 -3.8553
C 1.0556 -0.6610 -4.6723
S 2.0164 -0.8851 -5.9196
H 4.3291 -3.5241 -0.5705
H 5.0303 -2.0052 0.1604
H 5.2964 -3.6004 0.9291
H 5.2028 -3.1310 -2.4844
H 6.5043 -4.3404 -2.5460
H 8.1847 -2.6897 -2.9671
H 6.8390 -2.2031 -4.0128
H 7.8275 -0.9145 -1.3787
H 7.6931 -0.1433 -2.9912
H 5.8480 -0.1036 -0.7449
H 4.9463 -1.0000 -2.0265
H 6.2371 1.6833 -2.8322
H 4.9092 0.7206 -3.5663
H 4.4307 1.4891 -0.6599
H 4.4793 2.8776 -1.7765
H 2.6412 1.9981 -3.2201
H 2.1634 2.0933 -1.4627
H 3.1155 -0.4339 -2.9351
H 0.5025 1.0547 -0.7342
H -0.3881 1.5142 -2.2391
H -2.0695 0.7614 -0.7836
H -1.1353 -0.5701 -0.0726
H -1.9338 -0.7758 -3.0891
H -1.7919 -2.0511 -1.7511
C -3.8390 -0.4366 3.3132
C -2.7677 -1.0850 2.4777
O -2.9101 -1.2548 1.2840
C -1.5067 -1.5166 3.1840
H -4.6854 -0.1785 2.6762
H -4.1777 -1.1250 4.0817
H -3.4523 0.4763 3.7702
H -1.7443 -2.2558 3.9512
H -1.0188 -0.6511 3.6364
H -0.8235 -1.9667 2.4630
C -5.2762 4.7083 -0.3781
C -4.6455 3.5749 0.3930
O -4.1288 3.7595 1.4739
C -4.6847 2.2059 -0.2363
H -5.1756 5.6323 0.1908
H -4.7724 4.8310 -1.3386
H -6.3373 4.5067 -0.5352
H -4.1548 2.2186 -1.1901
H -5.7201 1.8943 -0.3866
H -4.1969 1.4892 0.4245
C -7.8707 -0.0177 5.3698
C -6.4534 0.1677 5.8494
O -5.5770 -0.6107 5.5424
C -6.1712 1.3610 6.7261
H -7.9282 -0.9125 4.7507
H -8.5400 -0.1380 6.2235
H -8.1771 0.8427 4.7721
H -6.7660 1.3012 7.6394
H -6.4031 2.2818 6.1878
H -5.1155 1.3694 6.9956
```

Results
Structure (SMILES) ... COCCCCCCC[C@H]1OC(=O)O[C@]1(CCCCl)N=C=S.CC(C)=O.CC(C)=O.CC(C)=O
Orbital gap ... 8.869 eV
Relative energy (zero: lowest compared OMol25 entry of this formula, charge and spin) ... 31.60 kcal per mole
Maximum force ... 3.836 eV/A
Charge ... 0
HOMO ... -9.188 eV